--- w ---
The following is a quantum chemistry calculation of 2 unconnected molecules or ions with the total composition C4H10S, from OMol25.

```
15
Properties=species:S:1:pos:R:3
C -0.5461 0.8135 1.5408
C -0.3490 -0.3701 0.5359
C 1.0153 -0.3448 -0.1346
C 0.8662 -0.1626 -1.6806
S -3.1402 -0.0161 -0.5277
H -0.6598 1.7080 0.9490
H -1.4332 0.5855 2.1302
H 0.2927 0.6441 2.2092
H -1.2329 -0.3787 -0.1563
H -0.4722 -1.2876 1.1249
H 1.6802 -1.2045 -0.0070
H 1.6149 0.4963 0.2136
H 0.4223 -1.0947 -2.0412
H 1.7960 -0.0090 -2.2260
H 0.1458 0.6206 -1.9301
```

## Properties
Kohn-Sham gap: 6.53 eV
Net charge: 0

--- x ---
The following is a quantum chemistry calculation of a molecular structure, C4H10S, from OMol25.

```
15
Properties=species:S:1:pos:R:3
C -0.5631 -0.8246 2.8498
C 0.2216 -1.3446 1.6583
C -0.0358 -0.4421 0.4350
C 1.0129 -0.5270 -0.6540
S -0.2098 1.5132 -2.2640
H -0.1336 0.1013 3.2370
H -1.6349 -0.7630 2.6659
H -0.5126 -1.5021 3.7118
H -0.2080 -2.2996 1.3584
H 1.2912 -1.3183 1.8501
H -0.1980 0.6004 0.7504
H -1.0639 -0.5375 0.0604
H 0.8893 -1.3959 -1.2902
H 2.0220 -0.4030 -0.2676
H 0.8648 0.3644 -1.3302
```

## Properties
Kohn-Sham gap: 6.70 eV
Net charge: 0

Structures ranked by computed energy, the most stable listed first: x, w.

--- w ---
The following is a quantum chemistry calculation of 2 unconnected molecules or ions with the total composition C4H10S, from OMol25.

```
15
Properties=species:S:1:pos:R:3
C 7.1886 1.0789 3.3893
C 6.3715 1.1574 4.4273
H 7.5801 0.1085 2.9109
H 7.3112 1.9839 2.6724
H 6.0920 0.3784 5.1561
H 5.9514 2.1471 4.4735
C -4.1441 -1.7062 -2.7294
C -3.1841 -0.4607 -2.6376
S -2.6133 0.0207 -0.8905
H -5.0638 -1.5634 -2.2172
H -3.7225 -2.6760 -2.4004
H -4.4146 -1.8498 -3.8406
H -2.2693 -0.7778 -3.0311
H -3.3715 0.5663 -3.1829
H -3.6721 0.9351 -0.9900
```

## Properties
Kohn-Sham gap: 9.99 eV
SMILES: C=C.CCS
Net charge: 0

--- x ---
The following is a quantum chemistry calculation of 2 unconnected molecules or ions with the total composition C4H10S, from OMol25.

```
15
Properties=species:S:1:pos:R:3
C -1.4143 -0.9456 -3.0920
C -0.5235 -0.0898 -2.6220
H -2.4730 -0.7492 -3.0475
H -1.1545 -1.9233 -3.4828
H -0.7883 0.8988 -2.2640
H 0.5202 -0.3555 -2.4821
C -0.1794 -0.6801 2.4056
S 1.3834 -0.4621 1.5377
C 1.5108 1.3089 1.3635
H -0.3345 -1.7451 2.5584
H -0.9839 -0.2513 1.8086
H -0.2040 -0.1595 3.3583
H 1.9991 1.7431 2.2397
H 2.0419 1.5551 0.4491
H 0.6002 1.8557 1.2694
```

## Properties
Kohn-Sham gap: 9.44 eV
SMILES: C=C.CSC
Net charge: 0

Structures ranked by computed energy, the most stable listed first: x, w.

--- w ---
The following is a quantum chemistry calculation of C3H8NOP in the gas phase, from OMol25.

```
14
Properties=species:S:1:pos:R:3
C -1.8755 -0.5129 -0.1337
C -1.0660 0.7731 0.0797
C 0.3498 0.6472 -0.4332
O 1.2873 1.5457 0.0203
N 1.2727 0.0577 0.4782
P 2.6817 -0.7213 -0.1323
H -1.2252 -1.3425 -0.4036
H -2.6129 -0.3891 -0.9229
H -2.3993 -0.7760 0.7802
H -0.9937 1.0050 1.1435
H -1.5448 1.6161 -0.4192
H 0.4389 0.3986 -1.4970
H 2.2642 -1.9225 0.4400
H 3.4228 -0.3790 1.0000
```

## Properties
Kohn-Sham gap: 10.27 eV
SMILES: CC[C@H]1ON1P
Net charge: 0

--- x ---
The following is a quantum chemistry calculation of C3H8NOP in the gas phase, from OMol25.

```
14
Properties=species:S:1:pos:R:3
C 2.2901 1.0486 -0.0731
C 2.0545 -0.1587 0.4231
O 1.1951 -1.1412 0.0936
P -0.2861 -1.0151 -0.3516
N -1.2147 -0.2747 0.6524
C -2.5227 0.3212 0.2473
H 1.6438 1.7430 -0.5804
H 3.2644 1.3488 0.2978
H 2.7971 -0.7558 0.8738
H -0.3378 -0.2526 -1.5451
H -0.2797 -2.3918 -0.8047
H -2.3367 1.0999 -0.4578
H -3.3443 -0.5388 0.1139
H -2.9231 0.9672 1.1106
```

## Properties
Kohn-Sham gap: 9.64 eV
SMILES: C=CO[PH2]=NC
Net charge: 0

Structures ranked by computed energy, the most stable listed first: x, w.